# 1
# C45H43Cl4CsN11O2

C45H43Cl4CsN11O2 as an isolated structure (ωB97M-V with the def2-TZVPD basis set, OMol25).

The geometry in XYZ format:
```
106
Properties=species:S:1:pos:R:3
H 1.41446 -1.50316 -1.48256
C 5.03569 1.17638 0.98441
H -1.25178 7.00388 -0.73999
H -1.01467 -1.76345 -2.09744
O -5.77277 -2.98389 -0.81407
C 5.80124 -0.15153 0.89886
H -0.54473 -0.91422 4.10717
C -2.63422 5.91758 0.54678
N -1.00413 2.45317 -1.10364
Cs -2.85360 -0.38746 -0.13733
C 1.39335 0.25531 -4.35622
H 5.14650 -2.76067 1.31173
H 4.50942 3.60509 3.03868
C 4.97525 -0.77923 -1.40920
C -0.63781 -5.40761 -0.85154
C 0.13236 -5.71035 0.29308
H -7.23122 1.27712 3.80169
H 5.18785 0.22953 -1.74394
H -7.46986 2.55289 1.68778
C -5.37897 2.51882 1.24405
C -1.08956 4.88938 -0.96157
C 1.65305 -0.80943 -3.49828
C 2.96900 -0.06878 1.46911
H 1.14392 -2.58150 1.01342
C -2.10951 -5.99994 -2.65079
C -2.15995 -4.65708 -3.06754
H -5.48868 3.04985 0.30509
C 0.39323 1.41058 -2.51282
C -3.10222 4.70856 0.95071
H 0.18897 -6.73837 0.63272
N -0.04016 -3.06611 -0.57913
C 0.02409 -0.63978 3.23370
C 4.11163 -2.95694 -1.88859
C 0.50130 -0.08165 1.27958
H -3.04429 6.81714 0.99408
C -1.61143 6.03098 -0.43131
Cl -7.10142 0.88660 -3.00173
N 1.34280 -0.60657 3.24469
Cl 3.36612 -4.07107 -2.99488
H 5.71627 1.92975 1.38249
H 1.35843 -4.90421 1.85100
N -1.46873 -2.35699 -2.77617
C 5.24437 -1.14717 -0.09408
N -0.17349 2.60084 -2.04469
C 0.76879 1.37939 -3.86122
C -5.40968 -1.00565 -2.38951
H 3.14028 2.78667 -0.36251
H 6.83622 0.06930 0.62150
C 1.89807 2.60988 2.87600
H 0.47386 0.21004 0.23653
C 3.98404 3.69434 2.08194
C 0.65186 -3.38959 0.48207
H 2.20720 2.16870 3.82282
Cl -7.94416 -1.83001 -2.49943
C 4.38626 -3.35954 -0.59279
H 4.59603 1.68227 3.59189
C -1.53668 3.60324 -0.56871
H 0.55358 2.24029 -4.47887
H 1.65066 2.00318 0.17284
C -3.97997 1.39004 2.83474
H 3.53538 -0.94354 1.77875
C 3.01308 2.53001 1.81495
H 0.98304 2.11574 2.55535
H 1.67545 0.20193 -5.40068
C 1.25028 -0.68827 -2.18170
H 1.64308 3.65724 3.04819
C 0.77565 -4.71057 0.96006
H -2.76410 -4.37749 -3.92185
C 4.95537 -2.45341 0.28955
H -4.98004 0.52398 4.51446
H -2.68186 -6.73743 -3.19996
C -4.77824 -3.02118 -0.10143
C -5.09704 1.09374 3.60031
C -1.36176 -6.38443 -1.57455
C -6.77925 -0.59200 -2.04224
H 4.72752 3.80792 1.29285
C -4.09384 2.11595 1.63997
C -6.36020 1.51467 3.20455
N -3.80987 -3.02176 0.57289
C 3.78172 1.16388 1.88724
C -1.46485 -3.68105 -2.39329
C -0.68685 -4.05540 -1.25073
O 4.19767 0.88516 3.22737
H -2.99193 1.06430 3.13942
N 1.62961 -0.22783 1.97957
C 2.39159 2.75745 0.43221
H -3.86748 4.65420 1.71338
H 4.19188 -1.36904 -3.32254
H -1.32670 -7.41778 -1.25249
H -2.34111 -1.99865 -3.13482
N -4.35911 -1.10725 -2.84055
C -2.58587 3.46351 0.42016
H 1.87168 3.71825 0.42557
H 4.13691 -4.36317 -0.27632
N -2.97624 2.27942 0.83435
C 4.41253 -1.67217 -2.30809
H 3.41213 4.62169 2.12663
H 2.87940 -0.09088 0.38211
H -0.30571 4.93339 -1.70511
Cl -6.88196 -0.18357 -0.33466
C -6.48927 2.23211 2.02108
N 0.62912 0.38584 -1.69081
H 2.12995 -1.71724 -3.84172
H 4.76091 1.50470 -0.02025
H 5.83876 -0.60438 1.89192
N -0.54186 -0.32545 2.04033
```

Its spin multiplicity is 1. Its electronic energy is -118489.19533 eV. Its charge is -1. The calculation puts the LUMO energy at 2.0 eV. Its energy above the lowest of the compared OMol25 structures with the same formula, charge and spin is 20.3 kcal per mole. The molecular weight is 1044.63 g mol⁻¹. The highest occupied orbital energy is -4.099 eV.

# 2
# C45H44BrGeN6O5PtS2

C45H44BrGeN6O5PtS2 as an isolated structure (ωB97M-V with the def2-TZVPD basis set, OMol25).

The geometry in XYZ format:
```
105
Properties=species:S:1:pos:R:3
H -3.22702 -1.87802 4.15132
C 3.46443 3.54354 0.80277
H -4.74569 -2.42606 -4.18863
N -2.40987 1.09328 4.38286
C 4.65612 -0.15804 -1.90416
C -7.05200 3.14502 0.59016
C 2.11627 3.36430 0.21629
C -7.12636 1.25148 -0.88107
H 3.15086 1.27533 -2.43139
C 3.75806 1.13048 1.09872
C -0.40190 2.84909 -0.70694
C 5.55732 5.29857 5.57561
C -5.01654 1.83324 0.18224
H 5.25257 1.84670 -1.37264
H -2.22410 0.88292 -5.18726
H -0.59801 -1.31493 3.27427
H 6.39007 1.00319 -2.41874
H -3.27749 -2.43361 0.31718
Ge -2.64860 -0.02776 -0.20907
C 4.25192 2.36166 1.19333
H -4.58655 -1.33388 0.82472
O 0.41348 -2.52018 2.20156
H -3.03585 4.21372 2.53477
C 6.42659 5.43624 3.35194
C 5.15975 5.11291 2.84255
C 5.70289 0.87519 -1.57931
H 7.59949 5.77127 5.11045
C -3.02398 -0.34845 -2.11316
C -3.61614 1.59652 0.41973
H 1.58674 -5.12465 -0.83460
N 0.65068 -3.48760 -1.70085
H -3.72023 -0.95713 -5.89477
C -5.79796 1.01295 -0.67669
H 3.47302 4.82163 5.77719
N -1.34347 -0.92746 3.85193
H -1.92750 2.26887 1.52662
C 4.01254 -2.47736 -2.14773
C -3.50427 -1.47569 0.78600
H 3.10030 4.66867 3.34829
H -1.75576 1.24616 -2.80679
C 2.75797 -2.07799 -2.58838
N 0.30391 1.84092 -0.20331
S -0.04281 1.23568 3.19703
C -2.69038 0.24682 -4.44464
H -8.82431 2.50913 -0.39772
H 4.32447 0.25148 1.37722
C 4.08731 4.90030 3.72726
H 2.10068 -3.58198 -0.13320
C 2.38555 0.91345 0.60600
H 7.23599 5.60924 2.65526
C 4.29098 4.98885 5.09048
C -7.76884 2.33132 -0.23552
C 1.35794 4.42222 -0.28678
C -2.43975 0.45310 -3.09434
S 1.54567 -3.28674 -3.02927
O 0.69669 -2.67450 -4.00668
H 6.29746 0.57953 -0.71479
H -2.26474 2.08676 4.30391
C 4.94992 -1.51456 -1.80399
C 1.57159 2.10190 0.20529
H -7.68896 0.61420 -1.55177
H -4.03920 -0.01966 5.18524
H 1.76698 5.42365 -0.29245
H 1.45941 -0.43401 -3.04404
C -4.10326 -1.60862 -3.88521
C -5.66890 2.92229 0.81470
O 2.25162 -4.51383 -3.26527
C 2.43807 -0.72760 -2.68565
C -3.52849 -0.78579 -4.84294
H -4.09386 0.22380 3.42408
O -0.60372 -2.07247 0.23219
N 5.05677 5.02448 1.47644
C -3.80790 0.67027 4.37824
Pt -0.27770 -0.06836 0.11590
H -1.78707 -2.84642 4.43340
C 3.38986 0.22047 -2.34438
O 1.91874 -0.20622 0.48125
C -2.21508 -1.85372 4.55022
H -7.52922 3.98035 1.09054
C 1.24402 -4.14002 -0.52596
H -0.73516 -4.63406 0.10561
H -2.25793 -1.62501 5.61629
N 3.88926 4.73796 0.96629
H -4.40951 1.56514 4.51655
H -4.30555 -2.04776 -1.80361
H 0.08382 -2.66998 -1.48933
C 6.62501 5.52568 4.71274
C -3.85076 -1.38877 -2.53592
C 0.17832 -4.24342 0.55728
H -3.10502 -1.49588 1.80146
C 0.10469 4.14691 -0.77352
C -2.96195 2.45898 1.26318
C -0.03648 -2.85055 1.11589
H 5.93146 -1.82292 -1.46195
H 0.50668 -4.89230 1.36629
C -1.35518 0.41415 3.86642
Br 5.83164 5.41761 7.43310
H 4.24749 -3.53159 -2.09484
H -1.40448 2.62040 -1.03112
H -5.44109 4.61415 2.14305
H -0.51682 4.92689 -1.19151
C -4.92950 3.78582 1.66510
H 5.25544 2.53116 1.56224
C -3.60488 3.56233 1.87952
H -5.32314 0.19104 -1.19270
```

Its spin multiplicity is 2. Its electronic energy is -218033.29159 eV. The calculation puts the LUMO energy (alpha / beta) at -2.0 / -1.9 eV. Its energy above the lowest of the compared OMol25 structures with the same formula, charge and spin is 13.3 kcal per mole. Its expectation value of S² is 0.7894. The molecular weight is 1160.61 g mol⁻¹. The highest occupied orbital energy (alpha / beta) is -7.599 / -7.599 eV.

Q: Among the records above, which one has the lowest molecular weight?
A: C45H43Cl4CsN11O2

Q: Among the records above, which one has the lowest molecular weight?
A: C45H43Cl4CsN11O2

Q: Look up the electronic energy of the first one.
A: -118489.19533 eV